Record 1
DFT (the ωB97M-V functional and the def2-TZVPD basis) results for C25H31Cl2NO4W as an isolated structure in a non-equilibrium geometry.

Results
Lowest unoccupied orbital energy (alpha / beta): -2.20 / -2.20 eV
Molar mass: 664.27 g mol⁻¹
Energy: -62979.2200 eV
Net charge: 0
Spin multiplicity: 1

The geometry in XYZ format:
```
64
Properties=species:S:1:pos:R:3:mulliken_charge:R:1
C -0.036 -1.371 -3.949 0.2037
C 0.840 -0.231 -4.114 1.1926
C 0.010 0.961 -4.068 0.7329
C 2.303 -0.266 -4.359 -1.4323
C -1.356 0.529 -3.880 0.2947
C -1.375 -0.900 -3.839 1.0679
C -2.603 -1.719 -3.892 -1.7767
C 0.346 -2.799 -4.076 -1.8248
C 0.447 2.361 -4.265 -1.2135
C -2.560 1.394 -3.885 -1.7910
W 0.107 0.187 -1.986 1.1371
Cl 1.905 1.322 -1.389 -0.3203
Cl 1.162 -1.753 -1.153 -0.2356
O -1.033 1.409 -1.408 -0.8723
H 2.729 -1.243 -4.101 0.3272
H 2.829 0.504 -3.771 0.2749
H 2.512 -0.064 -5.422 0.3345
H 1.457 2.519 -3.852 0.2706
H -0.254 3.051 -3.773 0.3338
H 0.484 2.616 -5.336 0.3513
H -2.327 2.401 -3.497 0.3293
H -3.348 0.957 -3.256 0.3996
H -2.966 1.518 -4.903 0.3305
H -3.408 -1.246 -3.314 0.3881
H -2.436 -2.714 -3.454 0.3871
H -2.954 -1.845 -4.933 0.3155
H 1.393 -2.979 -3.776 0.3659
H 0.241 -3.147 -5.118 0.3179
H -0.297 -3.438 -3.455 0.4194
H -0.877 2.032 0.006 0.5202
O -2.179 -1.885 -0.844 -0.7522
H -1.658 -1.331 -0.154 0.2870
C 4.057 0.400 3.068 -1.6713
C 2.914 -0.582 2.949 1.1232
C 3.097 -1.743 2.174 -0.8952
C 2.070 -2.680 2.013 -0.9804
C 0.830 -2.426 2.575 -0.6585
C 0.604 -1.248 3.298 0.1881
N -0.689 -1.024 3.744 0.0979
C -1.443 0.131 3.885 0.0400
C -2.362 0.174 4.944 -0.5367
C -2.981 1.376 5.295 -0.4178
C -2.697 2.545 4.579 -0.7445
C -1.867 2.496 3.455 -0.5770
C -1.294 1.264 3.061 0.0291
C -0.769 1.139 1.675 0.8607
O -0.748 2.281 1.007 -0.5720
O -0.462 0.045 1.191 -0.2662
C 1.668 -0.345 3.577 0.9550
C 1.482 0.847 4.469 -1.5401
H 3.859 1.313 2.507 0.2914
H 4.247 0.675 4.102 0.3650
H 4.950 -0.057 2.662 0.4334
H 4.064 -1.893 1.693 0.2942
H 2.220 -3.571 1.437 0.4753
H -0.008 -3.079 2.399 0.3163
H -1.204 -1.889 3.980 0.2889
H -2.521 -0.745 5.533 0.3556
H -3.659 1.399 6.137 0.4096
H -3.126 3.504 4.869 0.3861
H -1.662 3.373 2.847 0.4539
H 1.199 1.724 3.886 0.2379
H 0.717 0.681 5.223 0.3617
H 2.413 1.082 4.978 0.5334
```



Record 2
DFT (the ωB97M-V functional and the def2-TZVPD basis) results for a 4-piece molecular cluster, C25H31F3N overall in a non-equilibrium geometry.

Results
Lowest unoccupied orbital energy: -2.80 eV
Molar mass: 402.52 g mol⁻¹
Energy: -36064.0339 eV
Net charge: +1
Spin multiplicity: 1

The geometry in XYZ format:
```
60
Properties=species:S:1:pos:R:3:nbo_charge:R:1
C 0.583 -1.182 3.705 -0.6470
C 1.847 -1.452 2.881 -0.2186
N 2.988 -0.485 3.121 -0.3461
C 3.357 -0.322 4.557 -0.2407
C 3.211 1.113 5.130 -0.4294
C 2.113 2.012 4.489 -0.4170
C 1.839 1.781 2.968 -0.4309
C 2.850 0.790 2.370 -0.2304
H 0.016 -0.301 3.406 0.2351
H 0.743 -1.144 4.786 0.2214
H -0.079 -2.042 3.542 0.2529
H 2.211 -2.462 3.093 0.2276
H 1.608 -1.405 1.814 0.2360
H 3.779 -0.952 2.688 0.4347
H 4.412 -0.599 4.665 0.2324
H 2.822 -1.005 5.215 0.2359
H 2.953 1.011 6.189 0.2451
H 4.163 1.651 5.119 0.2247
H 2.459 3.045 4.603 0.2338
H 1.173 1.975 5.050 0.2251
H 0.799 1.545 2.752 0.2335
H 2.031 2.734 2.461 0.2458
H 2.531 0.576 1.346 0.2401
H 3.825 1.285 2.328 0.2277
F -0.050 0.384 0.768 -0.3684
C -0.212 -0.373 -0.349 0.4380
C 0.846 -0.507 -1.229 -0.3305
C 0.683 -1.284 -2.369 -0.1895
C -0.534 -1.906 -2.617 -0.1995
C -1.588 -1.757 -1.725 -0.1738
C -1.427 -0.989 -0.579 -0.3074
H 1.786 -0.007 -1.024 0.2158
H 1.504 -1.403 -3.063 0.2260
H -0.661 -2.507 -3.507 0.2289
H -2.535 -2.237 -1.921 0.2363
H -2.235 -0.868 0.131 0.2329
F -2.525 -4.392 -2.942 -0.3362
C -3.470 -4.296 -3.905 0.3873
C -4.798 -4.183 -3.538 -0.2904
C -5.766 -4.078 -4.528 -0.1848
C -5.395 -4.095 -5.867 -0.2216
C -4.057 -4.213 -6.218 -0.1847
C -3.084 -4.309 -5.232 -0.2891
H -5.067 -4.180 -2.489 0.2275
H -6.808 -3.983 -4.255 0.2230
H -6.152 -4.017 -6.637 0.2225
H -3.769 -4.231 -7.261 0.2231
H -2.035 -4.395 -5.487 0.2269
F -0.108 6.699 0.839 -0.3186
C 0.075 5.755 -0.097 0.4027
C 0.046 4.423 0.273 -0.3005
C 0.231 3.446 -0.696 -0.1982
C 0.453 3.812 -2.018 -0.2238
C 0.485 5.155 -2.373 -0.1873
C 0.290 6.135 -1.409 -0.2786
H -0.123 4.160 1.310 0.2179
H 0.202 2.402 -0.420 0.2061
H 0.601 3.049 -2.772 0.2159
H 0.661 5.440 -3.402 0.2240
H 0.303 7.185 -1.668 0.2363
```